Arrangement w

{"formula": "C2H7NO4", "method": "ωB97M-V/def2-TZVPD", "e_homo_ev": -9.844, "total_charge": 0, "smiles": "O=CNC=O.O.O", "homo_lumo_gap_ev": 10.0, "elements": ["O", "C", "N", "C", "O", "H", "H", "H", "O", "H", "H", "O", "H", "H"], "positions_angstrom": [[-0.66701, 1.58131, -3.03386], [-1.25546, 0.97825, -2.18535], [-0.77730, -0.16396, -1.53110], [0.43971, -0.77371, -1.88872], [1.00710, -0.70087, -2.93338], [-2.26269, 1.27386, -1.84778], [-1.06967, -0.48569, -0.62039], [0.76677, -1.42213, -1.05758], [-0.87064, -0.00891, 1.61430], [-0.59258, -0.26778, 2.50065], [-0.66514, 0.93592, 1.64555], [1.79662, -0.06813, 3.38606], [1.49029, -0.89869, 2.99894], [2.65999, 0.02052, 2.95264]], "mulliken_charge": [-0.45, 0.01, -0.13, 0.06, -0.45, 0.35, 0.30, 0.30, -0.62, 0.28, 0.33, -0.63, 0.33, 0.32]}

---

Arrangement x

{"formula": "C2H7NO4", "method": "ωB97M-V/def2-TZVPD", "e_homo_ev": -10.292, "total_charge": 0, "smiles": "O=CNC=O.O.O", "homo_lumo_gap_ev": 10.5, "elements": ["O", "C", "N", "C", "O", "H", "H", "H", "O", "H", "H", "O", "H", "H"], "positions_angstrom": [[-0.78307, -1.04884, 3.32033], [-0.38525, 0.02833, 2.95758], [-0.82227, 0.52156, 1.72343], [-0.51151, 1.81901, 1.34926], [0.12567, 2.64494, 1.94935], [0.11558, 0.79249, 3.55867], [-1.55392, 0.02400, 1.24124], [-0.60858, 2.00875, 0.26849], [-0.64864, -1.49357, -3.38608], [-0.32912, -1.05448, -4.17500], [-1.48478, -1.04415, -3.21730], [2.60728, -0.99286, -1.68899], [1.93392, -1.57497, -1.37686], [2.34469, -0.63020, -2.52412]], "mulliken_charge": [-0.50, 0.10, -0.11, 0.09, -0.47, 0.32, 0.24, 0.32, -0.63, 0.32, 0.31, -0.63, 0.32, 0.31]}

---

Most stable structure, least stable structure: arrangement w, arrangement x.

---

Arrangement w

{"formula": "C6H12NO", "method": "ωB97M-V/def2-TZVPD", "e_homo_ev": -2.040, "total_charge": -1, "smiles": "CN1CCC[C@H]1C[O-]", "homo_lumo_gap_ev": 5.8, "elements": ["C", "N", "C", "C", "C", "C", "C", "O", "H", "H", "H", "H", "H", "H", "H", "H", "H", "H", "H", "H"], "positions_angstrom": [[-2.28843, -0.38155, 0.82537], [-1.06982, 0.15683, 0.07294], [-1.16415, -0.53851, -1.21398], [0.33994, -0.86100, -1.58032], [0.98135, -1.02350, -0.13296], [0.26121, 0.05723, 0.68830], [1.02550, 1.31131, 0.37988], [2.20004, 1.43122, 1.03546], [-2.95853, 0.42491, 0.69004], [-2.22007, -0.66127, 1.87987], [-2.74197, -1.27638, 0.29328], [-1.71375, -1.51682, -1.16467], [-1.58828, 0.07362, -2.07586], [0.99523, -0.03358, -2.04552], [0.37690, -1.90707, -2.01637], [0.90014, -1.92757, 0.24979], [2.04824, -0.71195, -0.11470], [0.27225, -0.09847, 1.82874], [0.32242, 2.30966, 0.61043], [1.26338, 1.39340, -0.72702]], "mulliken_charge": [-0.93, 0.01, -0.61, -0.60, -1.19, 0.30, -0.56, -0.88, 0.32, 0.32, 0.28, 0.34, 0.19, 0.34, 0.28, 0.53, 0.35, 0.32, 0.21, -0.02]}

---

Arrangement x

{"formula": "C6H12NO", "method": "ωB97M-V/def2-TZVPD", "e_homo_ev": -2.612, "total_charge": -1, "homo_lumo_gap_ev": 5.0, "elements": ["C", "O", "C", "C", "C", "C", "N", "C", "H", "H", "H", "H", "H", "H", "H", "H", "H", "H", "H", "H"], "positions_angstrom": [[2.78240, -0.32525, -0.93732], [3.66055, -0.97822, -0.16847], [1.29262, -0.38500, -0.51109], [0.98438, 0.38486, 0.73730], [-0.40974, 0.83305, 0.98966], [-1.40943, 1.07761, 0.02505], [-1.94713, -0.20735, -0.59950], [-2.76115, -1.09485, 0.29564], [2.98348, 0.78471, -1.09020], [2.70267, -0.61720, -2.01822], [0.48138, -0.20954, -1.25678], [1.18338, -1.47701, -0.32961], [1.73474, 0.06685, 1.50431], [0.89717, 1.54142, 0.50939], [-0.51162, 1.27007, 1.99639], [-1.02619, 1.63937, -0.83935], [-2.35587, 1.54705, 0.28467], [-1.61488, -1.10193, 0.56189], [-3.12388, -2.03612, -0.14736], [-3.54288, -0.71252, 0.99361]], "mulliken_charge": [-0.60, -0.85, -0.46, -0.25, -0.36, -0.62, -0.53, -0.58, 0.16, 0.19, 0.50, 0.23, 0.23, 0.23, 0.36, 0.28, 0.44, 0.19, 0.25, 0.17]}

---

Most stable structure, least stable structure: arrangement w, arrangement x.

---

Arrangement w

{"formula": "CH5INP", "method": "ωB97M-V/def2-TZVPD", "e_homo_ev": -9.160, "total_charge": 0, "smiles": "CN=[PH2]I", "homo_lumo_gap_ev": 8.6, "elements": ["C", "N", "P", "I", "H", "H", "H", "H", "H"], "positions_angstrom": [[-1.12143, 0.98370, -0.27678], [-0.65716, -0.33431, -0.49075], [0.65176, -0.95688, 0.10062], [3.06367, -0.10751, -0.04925], [-0.43064, 1.67566, -0.76197], [-2.22052, 0.92325, -0.30390], [-1.03321, 1.48362, 0.74018], [0.92413, -2.17489, -0.42777], [0.82340, -1.49264, 1.46961]], "mulliken_charge": [-0.72, -0.41, 0.11, -0.09, 0.30, 0.30, 0.26, 0.12, 0.12]}

---

Arrangement x

{"formula": "CH5INP", "method": "ωB97M-V/def2-TZVPD", "e_homo_ev": -9.309, "total_charge": 0, "smiles": "[H]/N=P/I.C", "homo_lumo_gap_ev": 8.7, "elements": ["H", "N", "P", "I", "C", "H", "H", "H", "H"], "positions_angstrom": [[-2.11191, 1.75650, -0.71516], [-2.77064, 0.91904, -0.68829], [-2.72899, -0.28364, 0.28785], [-4.78525, -1.41679, -0.04698], [2.42761, -0.17957, 0.24491], [2.77537, 0.51468, -0.45661], [3.05821, -1.09841, 0.15815], [1.40209, -0.40426, 0.02329], [2.73351, 0.19245, 1.19284]], "mulliken_charge": [0.27, -0.44, 0.23, -0.06, -0.93, 0.27, 0.24, 0.17, 0.26]}

---

Most stable structure, least stable structure: arrangement x, arrangement w.

---

Arrangement w

{"formula": "C3H5PS", "method": "ωB97M-V/def2-TZVPD", "e_homo_ev": [-9.571, -7.568], "total_charge": 0, "homo_lumo_gap_ev": [8.9, 4.9], "elements": ["C", "C", "C", "P", "S", "H", "H", "H", "H", "H"], "positions_angstrom": [[-0.98868, 0.10773, -0.42621], [-0.10542, 0.18582, -1.64325], [-0.15387, -1.12372, -0.73898], [-0.48081, -1.38502, -2.50320], [2.24625, -0.01477, 1.04351], [-0.59935, 0.79604, 0.34224], [-2.08665, 0.02346, -0.67036], [0.73314, 0.98530, -1.84369], [0.64236, -1.25184, -0.01831], [2.64325, -0.50858, 2.31900]], "mulliken_charge": [-0.41, -0.12, -0.08, -0.08, -0.22, 0.23, 0.24, 0.29, -0.02, 0.17]}

---

Arrangement x

{"formula": "C3H5PS", "method": "ωB97M-V/def2-TZVPD", "e_homo_ev": -8.610, "total_charge": 0, "smiles": "P[C@@H]1[C@H]2S[C@@H]12", "homo_lumo_gap_ev": 9.5, "elements": ["P", "C", "C", "S", "C", "H", "H", "H", "H", "H"], "positions_angstrom": [[-1.38976, 1.06697, -0.65342], [0.01973, 0.60011, 0.40775], [1.06636, -0.02495, -0.44483], [2.09898, -0.71551, 0.96559], [0.35004, -0.81445, 0.59816], [-2.26330, 0.47954, 0.37490], [-1.23412, -0.11105, -1.49192], [0.16298, 1.25534, 1.39966], [1.23442, -0.00073, -1.48384], [-0.04532, -1.73526, 0.32796]], "mulliken_charge": [-0.10, -0.31, -0.30, -0.21, -0.24, 0.05, 0.04, 0.30, 0.44, 0.35]}

---

Most stable structure, least stable structure: arrangement x, arrangement w.